[1]
{"formula": "C27H34BF8N6O3STl", "method": "ωB97M-V/def2-TZVPD", "total_charge": 2, "homo_energy_ev": -13.5, "molar_mass_da": 889.9, "symbols": ["Tl", "S", "F", "F", "F", "F", "F", "F", "F", "F", "O", "O", "O", "N", "N", "N", "N", "N", "N", "C", "C", "C", "C", "C", "C", "C", "C", "C", "C", "C", "C", "C", "C", "C", "C", "C", "C", "C", "C", "C", "C", "C", "C", "C", "C", "C", "B", "H", "H", "H", "H", "H", "H", "H", "H", "H", "H", "H", "H", "H", "H", "H", "H", "H", "H", "H", "H", "H", "H", "H", "H", "H", "H", "H", "H", "H", "H", "H", "H", "H", "H"], "positions_angstrom": [[1.807, 0.360, 1.916], [3.788, 0.732, 3.324], [-0.426, -0.961, -4.470], [4.499, -3.949, -3.169], [0.877, -0.573, 4.443], [-0.571, -2.368, 4.194], [0.410, -1.343, 2.353], [1.691, -2.609, 3.778], [5.093, -5.138, -1.460], [6.313, -3.465, -2.095], [0.380, 1.742, 2.688], [0.776, 0.765, -0.022], [-1.481, 2.913, 2.872], [-3.551, -2.309, -6.922], [-3.217, 1.577, -0.475], [2.335, 2.463, 4.810], [-3.094, -0.349, -4.925], [3.192, 0.622, 5.911], [2.866, -1.213, 0.521], [-3.150, 0.631, -2.714], [-4.842, 3.232, -1.380], [-4.350, -1.060, -4.947], [3.683, -3.404, 0.109], [-1.156, 0.698, -1.331], [-0.769, 2.159, 2.244], [5.058, -3.899, -1.949], [-2.457, 0.002, -3.729], [-2.469, -0.214, -6.222], [-1.246, 1.657, 0.903], [-1.096, -0.284, -3.509], [2.626, 3.548, 3.871], [2.984, -2.491, 0.883], [3.668, -0.765, 5.930], [-0.452, 0.061, -2.363], [-2.238, -1.565, -6.881], [4.274, -2.962, -1.058], [3.010, 1.317, 4.807], [3.439, -0.785, -0.613], [4.155, -1.629, -1.432], [3.051, 1.237, 7.233], [-2.521, 0.965, -1.505], [-2.575, 1.900, 0.648], [-0.466, 1.039, -0.095], [-4.174, -2.447, -5.556], [-4.643, 1.940, -0.606], [1.102, 2.631, 5.591], [0.571, -1.776, 3.787], [-3.494, -3.057, -4.964], [3.147, 2.316, 7.155], [-4.184, 0.890, -2.886], [3.295, -1.311, 5.073], [3.851, 0.854, 7.864], [3.763, -4.433, 0.427], [3.668, 3.516, 3.569], [1.971, 3.504, 3.003], [-5.168, 1.099, -1.057], [0.343, 3.012, 4.908], [-1.548, -2.177, -6.305], [0.769, 1.666, 5.962], [4.757, -0.789, 5.954], [1.241, 3.329, 6.417], [-5.124, -2.967, -5.674], [-4.200, -1.813, -7.538], [-5.905, 3.458, -1.450], [-1.520, 0.308, -6.143], [-4.355, 4.062, -0.867], [2.093, 0.983, 7.687], [-3.150, 2.402, 1.417], [-5.029, 2.039, 0.405], [-1.883, -1.466, -7.905], [-3.113, 0.396, -6.871], [-4.436, 3.174, -2.391], [-5.103, -0.505, -5.523], [2.517, -2.785, 1.815], [-4.738, -1.178, -3.938], [-3.413, -3.233, -7.334], [3.311, 0.261, -0.863], [4.617, -1.255, -2.335], [3.279, -1.234, 6.830], [0.592, -0.184, -2.226], [2.445, 4.485, 4.396]], "forces_ev_per_angstrom": [[0.07, 0.14, 0.31], [0.09, 0.01, 0.01], [-0.01, 0.01, -0.01], [-0.02, 0.00, -0.03], [0.03, -0.01, 0.07], [0.05, 0.08, -0.03], [-0.14, -0.15, -0.18], [-0.12, 0.13, 0.02], [0.01, -0.02, 0.00], [0.03, 0.00, -0.01], [-0.04, 0.19, -0.10], [0.04, -0.02, -0.06], [0.03, 0.06, -0.04], [0.00, -0.01, 0.00], [-0.02, -0.02, -0.01], [-0.03, 0.00, -0.06], [0.08, -0.15, 0.00], [0.02, -0.01, 0.10], [0.01, 0.06, -0.01], [-0.02, -0.02, -0.02], [0.01, 0.00, 0.00], [0.01, 0.07, -0.03], [0.00, 0.00, 0.00], [-0.02, 0.01, 0.01], [0.02, -0.18, 0.16], [-0.02, 0.00, 0.02], [-0.07, 0.06, 0.01], [-0.04, 0.01, 0.01], [-0.04, 0.08, -0.02], [0.03, 0.00, -0.01], [-0.01, -0.04, 0.12], [0.03, -0.01, 0.04], [-0.06, -0.02, 0.00], [0.01, -0.02, -0.02], [0.01, 0.03, 0.01], [0.00, 0.00, 0.00], [0.03, 0.05, -0.18], [0.00, -0.02, -0.02], [0.00, 0.01, 0.01], [0.00, -0.02, 0.01], [0.02, 0.02, 0.02], [0.01, 0.01, -0.02], [0.00, -0.05, -0.04], [-0.01, 0.02, 0.02], [0.02, 0.03, 0.00], [0.03, 0.05, -0.03], [0.13, -0.19, 0.07], [0.01, 0.00, 0.00], [0.01, -0.01, 0.00], [0.00, 0.01, 0.01], [-0.01, -0.02, -0.07], [0.01, 0.00, -0.01], [0.00, 0.00, 0.00], [-0.01, -0.01, -0.03], [-0.04, -0.02, -0.03], [0.00, -0.01, -0.01], [-0.02, -0.03, 0.03], [0.00, -0.01, 0.01], [-0.03, -0.01, -0.03], [-0.01, -0.01, 0.01], [0.00, 0.00, 0.00], [0.00, 0.00, -0.01], [0.00, 0.00, -0.01], [0.01, 0.00, 0.00], [0.01, 0.00, 0.00], [0.00, 0.00, -0.01], [0.02, 0.00, 0.01], [-0.01, -0.01, -0.01], [0.00, -0.01, 0.01], [0.00, -0.01, -0.01], [0.00, 0.01, 0.00], [0.00, 0.00, 0.00], [-0.01, 0.01, 0.01], [-0.02, 0.02, -0.01], [0.00, -0.01, 0.01], [0.00, -0.01, 0.00], [-0.01, -0.01, 0.01], [0.00, 0.00, 0.00], [-0.01, 0.00, 0.01], [-0.01, 0.00, 0.00], [0.00, 0.01, -0.01]]}

[2]
{"formula": "C27H34BiNOS4", "method": "ωB97M-V/def2-TZVPD", "total_charge": 2, "homo_energy_ev": -13.6, "molar_mass_da": 725.8, "symbols": ["Bi", "S", "S", "S", "S", "O", "N", "C", "C", "C", "C", "C", "C", "C", "C", "C", "C", "C", "C", "C", "C", "C", "C", "C", "C", "C", "C", "C", "C", "C", "C", "C", "C", "C", "H", "H", "H", "H", "H", "H", "H", "H", "H", "H", "H", "H", "H", "H", "H", "H", "H", "H", "H", "H", "H", "H", "H", "H", "H", "H", "H", "H", "H", "H", "H", "H", "H", "H"], "positions_angstrom": [[-0.434, 1.217, 1.593], [-1.439, -1.224, 1.065], [-1.035, 2.989, -1.731], [0.450, -0.172, 3.854], [-3.006, 0.379, 3.773], [-0.594, 2.443, -0.370], [2.664, -2.218, -0.630], [3.760, 0.361, -0.008], [1.777, -1.106, -0.428], [3.666, 2.379, 1.299], [0.259, 2.448, -2.839], [-4.432, 0.346, -3.125], [1.046, 1.853, -5.013], [-3.516, 2.536, -2.741], [-3.763, -0.928, 2.770], [2.091, -3.198, -1.532], [-2.217, 0.555, -2.213], [3.116, -2.830, 0.604], [-2.360, 1.937, -2.266], [-3.241, -1.039, 1.346], [4.383, 1.483, 0.517], [2.415, 0.090, 0.238], [-0.697, -0.106, 5.263], [2.336, 1.757, -4.508], [1.701, 0.991, 1.023], [-0.861, -2.305, 2.429], [-0.006, 2.200, -4.179], [1.546, 2.373, -2.321], [2.325, 2.130, 1.539], [-2.136, -0.552, 5.073], [2.585, 2.015, -3.167], [-4.558, 1.725, -3.179], [-3.264, -0.241, -2.642], [0.381, -1.859, 3.187], [4.140, 3.257, 1.714], [3.456, -2.071, 1.308], [1.407, -0.791, -1.411], [-1.711, -2.442, 3.087], [-3.604, 3.615, -2.767], [0.856, 1.655, -6.059], [2.321, -3.430, 1.085], [-2.660, -0.374, 6.012], [1.909, -2.753, -2.509], [3.151, 1.486, -5.165], [-3.696, -1.871, 3.310], [1.769, 2.852, 2.138], [3.592, 1.949, -2.776], [0.543, -2.546, 4.020], [-4.827, -0.700, 2.694], [-0.229, -0.684, 6.062], [5.430, 1.660, 0.313], [-1.280, 0.116, -1.885], [0.876, -1.409, 0.147], [-1.011, 2.270, -4.574], [-5.243, -0.280, -3.472], [3.952, -3.497, 0.402], [1.267, -1.912, 2.552], [2.784, -4.028, -1.659], [-0.645, -3.265, 1.957], [1.733, 2.581, -1.275], [1.139, -3.609, -1.151], [-2.207, -1.617, 4.869], [4.314, -0.334, -0.627], [-0.650, 0.943, 5.562], [-3.495, -0.157, 0.755], [-3.167, -1.320, -2.632], [-5.465, 2.174, -3.559], [-3.693, -1.901, 0.852]], "forces_ev_per_angstrom": [[0.19, 0.33, -0.08], [-0.09, 0.05, 0.03], [-0.02, -0.13, -0.24], [-0.11, -0.11, 0.04], [0.04, -0.01, -0.04], [-0.11, -0.10, 0.17], [0.18, 0.06, -0.04], [-0.01, -0.02, 0.00], [-0.19, 0.00, 0.04], [0.03, 0.00, -0.03], [0.07, -0.03, 0.10], [-0.01, 0.04, 0.00], [-0.01, -0.01, 0.00], [-0.01, 0.01, 0.07], [0.00, 0.07, 0.06], [0.01, -0.04, -0.04], [0.02, -0.07, -0.04], [-0.06, -0.03, 0.02], [0.05, 0.06, 0.00], [0.09, -0.08, -0.04], [-0.03, 0.01, 0.02], [0.04, -0.01, -0.09], [0.09, -0.08, -0.02], [0.01, 0.00, 0.02], [-0.04, 0.00, 0.13], [-0.05, -0.03, -0.11], [-0.02, 0.03, -0.02], [-0.02, 0.00, 0.00], [-0.08, -0.03, 0.04], [-0.06, 0.07, -0.03], [0.00, 0.00, -0.02], [-0.03, -0.02, 0.01], [0.02, -0.01, 0.03], [0.05, 0.14, 0.08], [0.01, 0.00, -0.01], [0.04, 0.02, -0.02], [-0.02, 0.01, 0.00], [-0.01, 0.00, 0.01], [0.00, 0.00, -0.02], [0.00, 0.00, 0.00], [-0.04, 0.02, 0.00], [0.01, -0.03, 0.01], [-0.01, 0.01, 0.01], [0.00, 0.00, 0.00], [-0.01, -0.02, -0.02], [0.04, 0.00, 0.03], [0.00, 0.00, -0.01], [0.03, -0.03, -0.03], [-0.01, -0.03, 0.00], [-0.01, 0.01, 0.01], [0.00, 0.01, 0.00], [-0.01, 0.00, 0.00], [0.09, 0.00, 0.00], [-0.01, 0.00, 0.00], [0.00, 0.00, 0.00], [-0.02, -0.03, 0.01], [-0.02, -0.01, -0.01], [0.01, 0.01, -0.02], [0.00, -0.01, 0.01], [0.00, 0.00, -0.02], [0.01, -0.01, 0.01], [0.01, 0.00, 0.02], [0.01, -0.01, 0.01], [0.01, 0.00, 0.02], [0.00, -0.01, -0.01], [0.01, 0.00, 0.00], [0.00, 0.00, -0.01], [-0.02, 0.02, -0.02]]}

[3]
{"formula": "C27H34Cl21IN2O8", "method": "ωB97M-V/def2-TZVPD", "total_charge": 0, "smiles": "CC(=O)N(C(C)=O)C1=C(OCCNC[C@@H](C)O)C(=O)C(CCCCOC=O)=C(I)C1=O.ClC(Cl)Cl.ClC(Cl)Cl.ClC(Cl)Cl.ClC(Cl)Cl.ClC(Cl)Cl.ClC(Cl)Cl.ClC(Cl)Cl", "homo_energy_ev": -8.5, "molar_mass_da": 1386.0, "symbols": ["I", "Cl", "Cl", "Cl", "Cl", "Cl", "Cl", "Cl", "Cl", "Cl", "Cl", "Cl", "Cl", "Cl", "Cl", "Cl", "Cl", "Cl", "Cl", "Cl", "Cl", "Cl", "O", "O", "O", "O", "O", "O", "O", "O", "N", "N", "C", "C", "C", "C", "C", "C", "C", "C", "C", "C", "C", "C", "C", "C", "C", "C", "C", "C", "C", "C", "C", "C", "C", "C", "C", "C", "C", "H", "H", "H", "H", "H", "H", "H", "H", "H", "H", "H", "H", "H", "H", "H", "H", "H", "H", "H", "H", "H", "H", "H", "H", "H", "H", "H", "H", "H", "H", "H", "H", "H", "H"], "positions_angstrom": [[2.791, 1.269, 0.445], [3.343, 4.119, -1.552], [-0.636, -6.070, 7.393], [1.903, 10.351, -6.024], [-3.401, -5.924, 6.514], [-3.337, 3.401, -5.176], [-0.430, 9.041, -9.177], [3.911, 9.010, -7.629], [2.049, 5.838, -3.457], [1.894, 7.460, -6.239], [-6.056, 5.219, 0.433], [-3.985, 6.229, -4.902], [1.331, 9.103, -11.490], [-3.174, 5.158, 0.010], [-1.468, -3.983, 5.560], [0.801, 11.542, -9.999], [-4.865, 6.516, -1.884], [-2.088, 8.764, -3.615], [-3.539, 11.170, -2.875], [0.420, 4.373, -1.532], [-1.291, 5.432, -5.416], [-3.814, 10.069, -5.550], [-5.572, -3.646, 2.532], [4.469, -0.841, 2.010], [-4.374, -1.840, 3.138], [1.768, -4.656, 1.788], [4.033, -5.262, -0.427], [0.073, -2.763, 2.892], [6.616, -3.321, 1.005], [-2.965, -6.731, 2.579], [4.373, -3.758, 1.265], [0.144, -6.697, 2.270], [-3.908, -1.353, 1.871], [-2.427, -1.653, 1.599], [-0.272, -0.322, 1.156], [-4.652, -3.176, 3.128], [0.994, 9.791, -9.901], [0.946, -2.407, 2.146], [3.459, -1.397, 1.670], [-2.031, -5.341, 0.797], [2.236, -0.585, 1.289], [5.659, -3.393, 1.731], [-0.767, -5.802, 2.966], [-1.957, -4.999, 6.918], [-2.113, -5.625, 2.299], [-2.978, 5.039, -5.725], [2.176, -5.407, 2.955], [2.901, 8.907, -6.185], [0.997, -1.048, 1.500], [3.306, -2.873, 1.598], [-3.566, 9.695, -3.844], [1.959, 5.188, -1.816], [2.082, -3.357, 1.834], [-4.659, 6.095, -0.188], [-1.463, -0.567, 2.117], [1.381, -6.744, 2.994], [4.689, -3.137, -1.223], [4.344, -4.141, -0.152], [5.780, -3.168, 3.224], [2.014, -7.528, 2.592], [-2.169, -6.267, 0.247], [-2.188, -4.357, 7.757], [-1.099, -0.841, 3.099], [-2.028, 0.357, 2.211], [-0.583, -0.687, 0.176], [0.262, -6.479, 1.295], [-0.938, -6.205, 3.958], [-4.092, -0.290, 1.887], [-0.095, 0.742, 1.063], [-0.315, -4.809, 3.021], [-3.181, 5.095, -6.785], [-4.398, 9.091, -3.506], [5.340, -2.348, -0.869], [-2.834, -4.667, 0.505], [3.791, -2.727, -1.677], [-4.540, -1.777, 1.093], [-1.095, -4.865, 0.514], [-3.866, -6.412, 2.549], [-3.983, -3.770, 3.754], [6.158, -4.067, 3.699], [1.165, -6.937, 4.040], [-2.220, -2.621, 2.049], [3.229, -5.638, 2.813], [2.051, -4.826, 3.865], [-2.571, -4.748, 2.768], [2.042, 6.012, -1.120], [1.839, 9.583, -9.260], [5.217, -3.687, -1.993], [3.547, 8.840, -5.320], [-4.548, 7.010, 0.378], [-2.339, -1.747, 0.519], [4.859, -2.826, 3.680], [6.527, -2.395, 3.352]], "forces_ev_per_angstrom": [[-0.53, -0.43, 0.24], [-0.04, -0.04, 0.11], [0.00, 0.01, 0.01], [0.01, -0.01, 0.00], [0.00, 0.02, -0.01], [-0.07, 0.04, -0.04], [0.02, 0.01, 0.01], [0.10, -0.01, 0.01], [-0.14, 0.04, 0.17], [-0.02, 0.02, -0.12], [0.05, 0.04, -0.03], [-0.31, -0.13, -0.36], [0.01, 0.00, 0.03], [0.00, -0.02, 0.08], [-0.02, 0.21, 0.13], [0.01, -0.02, 0.01], [-0.15, 0.01, 0.13], [0.10, 0.10, 0.06], [-0.02, -0.01, 0.01], [0.16, 0.02, -0.02], [0.23, -0.05, -0.14], [-0.01, -0.01, 0.02], [0.12, -0.22, -0.28], [0.49, -0.22, -0.17], [0.67, -0.46, 0.17], [-0.31, 0.15, 0.47], [0.00, 0.10, 0.23], [-0.18, -0.02, 0.16], [0.04, -0.48, -0.35], [0.32, -0.17, 0.00], [0.51, 1.04, -0.07], [-0.63, -0.75, 0.71], [-0.10, 0.00, -0.29], [-0.62, 0.36, 0.45], [-0.46, -0.50, 0.48], [-0.52, 0.42, 0.17], [-0.10, 0.01, -0.02], [0.48, 0.09, -0.43], [-0.45, 0.45, -0.12], [-0.25, -0.01, 0.19], [0.31, 0.00, -0.01], [0.05, 0.25, 0.78], [-0.06, -0.01, -0.92], [-0.01, -0.06, -0.10], [-0.17, 0.25, -0.07], [0.08, 0.03, 0.27], [0.44, -0.79, -0.26], [-0.15, 0.04, -0.03], [0.34, 0.40, -0.01], [-0.31, -0.55, 0.18], [0.08, 0.01, -0.04], [0.06, -0.03, -0.20], [-0.05, 0.18, -0.35], [0.10, -0.03, 0.03], [-0.08, -0.30, -0.38], [0.37, 0.65, -0.63], [0.24, 0.01, 0.25], [-0.09, -0.56, -0.61], [0.08, 0.36, -0.40], [0.06, -0.18, 0.01], [0.20, -0.12, -0.10], [0.00, 0.01, 0.02], [-0.08, 0.18, 0.18], [0.03, 0.20, -0.02], [0.09, 0.14, -0.24], [0.13, 0.19, -0.06], [0.04, -0.02, 0.23], [-0.05, 0.36, 0.02], [0.29, 0.17, -0.04], [-0.24, -0.08, 0.37], [0.07, 0.02, -0.03], [-0.01, -0.01, 0.01], [-0.06, 0.18, 0.14], [-0.15, 0.03, -0.12], [-0.23, 0.07, 0.08], [-0.05, -0.11, -0.09], [0.18, 0.02, -0.03], [-0.35, -0.02, -0.07], [0.04, 0.08, 0.34], [-0.14, -0.25, 0.03], [0.02, -0.33, 0.13], [0.28, -0.13, -0.16], [0.19, 0.10, 0.23], [-0.21, 0.31, -0.03], [0.23, 0.08, 0.12], [-0.03, 0.01, 0.02], [0.04, 0.00, 0.02], [0.04, -0.08, -0.15], [0.03, -0.01, 0.00], [-0.04, 0.01, 0.03], [0.14, -0.08, -0.14], [-0.15, -0.21, 0.14], [0.11, 0.12, 0.07]]}